[1]
ORCA calculation (ωB97M-V/def2-TZVPD) on a structure of composition C9H10FeN2.

**Maximum force**: 5.6 eV Å⁻¹
**HOMO energy (spin up / spin down)**: 2.91 / 1.07 eV
**Net charge**: -2
**LUMO (spin up / spin down)**: 6.61 / 6.35 eV
**DFT total energy**: -46851.4941 eV
**Energy relative to the best compared isomer or geometry (same formula, charge and spin)**: 54.0 kcal/mol
**Kohn-Sham gap (spin up / spin down)**: 3.70 / 5.28 eV
**Multiplicity**: 5

```
22
C9H10FeN2 (ωB97M-V/def2-TZVPD)
C -0.00736 -0.46688 -1.76827
C 1.09899 0.35499 -1.44207
C 0.61809 1.66364 -1.07237
C -0.74752 1.74774 -1.39025
C -1.26115 0.39370 -1.80519
Fe -0.34067 0.33727 0.06011
C 1.42350 -0.44300 1.70594
C 1.04807 -1.75609 2.26239
C 0.21631 -2.77171 1.83593
N -2.33080 0.31898 -0.78348
H 1.24247 2.51358 -0.80451
H 2.14083 0.11959 -1.57894
H -1.40093 2.58401 -1.14278
H -2.01240 0.11379 -2.64540
H 0.09241 -1.44941 -2.20200
H 2.34645 -0.28393 1.13230
H -2.38552 -0.66910 -0.74709
H 1.37087 0.32567 2.47111
H 0.52593 -3.86108 2.04333
H -0.77390 -2.45332 1.30521
N -0.38871 2.09241 2.80818
C -0.47498 1.58914 1.75786
```

=====

[2]
ORCA calculation (ωB97M-V/def2-TZVPD) on a structure of composition C9H10HgN4S3.

**Maximum force**: 0.7 eV Å⁻¹
**HOMO energy (spin up / spin down)**: -4.19 / -4.86 eV
**Net charge**: -1
**LUMO (spin up / spin down)**: 2.97 / 1.35 eV
**DFT total energy**: -52138.4537 eV
**Energy relative to the best compared isomer or geometry (same formula, charge and spin)**: 4.6 kcal/mol
**Kohn-Sham gap (spin up / spin down)**: 7.17 / 6.21 eV
**Multiplicity**: 2

```
27
C9H10HgN4S3 (ωB97M-V/def2-TZVPD)
Hg 0.33845 -0.12013 0.39729
S 2.50937 0.63972 2.33075
C 1.21314 1.53996 3.03951
C 1.37712 2.13407 4.31070
C 0.34282 2.85317 4.86402
C -0.84825 3.00179 4.15468
C -0.93595 2.38948 2.92130
N 0.04801 1.67211 2.37628
H 2.31776 2.00382 4.82671
H 0.45409 3.29266 5.84875
H -1.67635 3.57155 4.55354
H -1.83865 2.46496 2.32353
S 0.82860 2.10121 -4.22263
C 0.20261 1.32865 -2.92348
N -0.30883 0.73901 -2.04703
S -2.23309 -2.72875 -0.42458
C -1.20739 -2.63168 -1.73741
N -1.49548 -2.09236 -2.94128
C -0.31430 -2.00954 -3.80358
C 0.74153 -2.81433 -3.02288
N 0.02222 -3.19302 -1.80817
H -2.17936 -1.35508 -2.97269
H -0.01043 -0.97569 -3.93881
H -0.52320 -2.44773 -4.77974
H 1.62636 -2.21784 -2.79848
H 1.05005 -3.70832 -3.56738
H 0.49913 -3.43768 -0.95893
```

=====

Please write out number 2 again, unchanged.
ORCA calculation (ωB97M-V/def2-TZVPD) on a structure of composition C9H10HgN4S3.

**Maximum force**: 0.7 eV Å⁻¹
**HOMO energy (spin up / spin down)**: -4.19 / -4.86 eV
**Net charge**: -1
**LUMO (spin up / spin down)**: 2.97 / 1.35 eV
**DFT total energy**: -52138.4537 eV
**Energy relative to the best compared isomer or geometry (same formula, charge and spin)**: 4.6 kcal/mol
**Kohn-Sham gap (spin up / spin down)**: 7.17 / 6.21 eV
**Multiplicity**: 2

```
27
C9H10HgN4S3 (ωB97M-V/def2-TZVPD)
Hg 0.33845 -0.12013 0.39729
S 2.50937 0.63972 2.33075
C 1.21314 1.53996 3.03951
C 1.37712 2.13407 4.31070
C 0.34282 2.85317 4.86402
C -0.84825 3.00179 4.15468
C -0.93595 2.38948 2.92130
N 0.04801 1.67211 2.37628
H 2.31776 2.00382 4.82671
H 0.45409 3.29266 5.84875
H -1.67635 3.57155 4.55354
H -1.83865 2.46496 2.32353
S 0.82860 2.10121 -4.22263
C 0.20261 1.32865 -2.92348
N -0.30883 0.73901 -2.04703
S -2.23309 -2.72875 -0.42458
C -1.20739 -2.63168 -1.73741
N -1.49548 -2.09236 -2.94128
C -0.31430 -2.00954 -3.80358
C 0.74153 -2.81433 -3.02288
N 0.02222 -3.19302 -1.80817
H -2.17936 -1.35508 -2.97269
H -0.01043 -0.97569 -3.93881
H -0.52320 -2.44773 -4.77974
H 1.62636 -2.21784 -2.79848
H 1.05005 -3.70832 -3.56738
H 0.49913 -3.43768 -0.95893
```